No. 1
{
  "formula": "C23H31Br51F3InO2PS",
  "method": "wB97M-V/def2-TZVPD",
  "orbital_gap_ev": 5.1,
  "fmax_ev_per_a": 2.51,
  "e_homo_ev": -4.26,
  "total_charge": -1,
  "species": ["C", "C", "P", "C", "In", "C", "C", "S", "O", "O", "C", "F", "F", "F", "H", "H", "H", "H", "H", "H", "H", "H", "H", "H", "H", "H", "H", "H", "C", "Br", "Br", "Br", "H", "C", "Br", "Br", "Br", "H", "C", "Br", "Br", "Br", "H", "C", "Br", "Br", "Br", "H", "C", "Br", "Br", "Br", "H", "C", "Br", "Br", "Br", "H", "C", "Br", "Br", "Br", "H", "C", "Br", "Br", "Br", "H", "C", "Br", "Br", "Br", "H", "C", "Br", "Br", "Br", "H", "C", "Br", "Br", "Br", "H", "C", "Br", "Br", "Br", "H", "C", "Br", "Br", "Br", "H", "C", "Br", "Br", "Br", "H", "C", "Br", "Br", "Br", "H", "C", "Br", "Br", "Br", "H", "C", "Br", "Br", "Br", "H"],
  "xyz": [[-4.0691, 2.0043, 0.2839], [-3.1615, 2.5510, -0.8154], [-1.5185, 3.0107, -0.0554], [-0.9280, 4.5996, -0.8481], [0.2310, 1.2575, -0.6846], [-0.6161, 0.0988, -2.3994], [-0.7660, -1.3778, -1.9655], [0.5345, -0.1814, 1.3936], [-0.7374, -0.4527, 2.0194], [1.4997, 0.4529, 2.2446], [1.2539, -1.8969, 1.0915], [1.9520, -2.2477, 2.1562], [2.0561, -1.9630, 0.0803], [0.3067, -2.7753, 0.9960], [-3.9971, 2.6409, 1.1397], [-5.0954, 1.9279, -0.0471], [-3.7408, 0.9980, 0.5038], [-3.6411, 3.3990, -1.2875], [-3.0900, 1.7816, -1.5756], [-0.5413, 4.3687, -1.8271], [-0.1013, 4.9813, -0.2732], [-1.7074, 5.3321, -0.9100], [1.7282, 2.1213, -1.0956], [-1.5681, 0.5129, -2.6910], [0.0586, 0.1135, -3.2458], [0.2246, -1.7757, -1.7883], [-1.3037, -1.9825, -2.6817], [-1.2579, -1.3950, -1.0048], [2.4839, -5.5706, 2.6571], [4.0730, -5.7046, 1.5766], [1.6189, -7.2803, 2.8626], [2.8369, -4.7436, 4.3487], [1.7929, -4.9271, 2.1294], [2.6527, -9.5403, 5.9594], [4.2578, -9.7053, 4.9157], [1.7635, -11.2353, 6.1750], [2.9911, -8.6900, 7.6515], [1.9818, -8.8957, 5.4093], [0.0322, 8.0428, -2.9365], [-0.7672, 7.9016, -1.1906], [0.9073, 6.4187, -3.4882], [-1.2458, 8.6339, -4.2511], [0.7975, 8.8022, -2.8742], [2.5112, 9.1615, -5.7919], [4.3225, 8.8382, -6.3580], [2.4084, 10.6091, -4.5203], [1.3422, 9.4420, -7.2906], [2.1719, 8.2678, -5.2853], [-1.1096, 0.6929, 5.0935], [-1.7796, -1.0268, 5.6373], [-2.4145, 1.6717, 4.0922], [-0.4551, 1.7062, 6.6024], [-0.2716, 0.5145, 4.4343], [0.4603, 5.8953, -9.6740], [2.2351, 6.5006, -9.2553], [-0.6616, 5.8578, -8.1125], [-0.3219, 6.9330, -11.0997], [0.5461, 4.8790, -10.0319], [5.1259, -4.8106, -2.1733], [3.8934, -5.6777, -3.3722], [6.9462, -5.3345, -2.5280], [4.9138, -2.9013, -2.1955], [4.8892, -5.1444, -1.1744], [-6.2025, 5.8123, -0.3068], [-7.0304, 4.7857, -1.7109], [-5.8384, 4.7292, 1.2402], [-4.6316, 6.7203, -0.9283], [-6.9111, 6.5708, -0.0113], [6.0128, -7.0800, 10.4418], [6.2821, -5.2968, 11.1122], [6.5637, -7.2438, 8.6080], [6.8582, -8.4026, 11.5632], [4.9510, -7.2736, 10.4738], [-0.0522, -9.3091, 0.0134], [-1.0820, -10.2712, -1.2992], [0.4624, -10.4541, 1.4757], [1.4607, -8.4279, -0.7770], [-0.6923, -8.5395, 0.4202], [-8.5724, 3.9480, -5.7711], [-8.4889, 5.7672, -5.1519], [-7.7960, 3.7598, -7.5232], [-7.7843, 2.7186, -4.5146], [-9.6165, 3.6892, -5.8569], [-2.3497, -5.1159, 3.9839], [-2.0632, -4.5672, 5.8128], [-4.2257, -5.2301, 3.5537], [-1.4177, -3.9664, 2.7572], [-1.9398, -6.1103, 3.8892], [2.3829, 4.2852, -12.8385], [1.4427, 3.3326, -14.2217], [2.7784, 3.1485, -11.3349], [3.9673, 5.1429, -13.5130], [1.7245, 5.0671, -12.4859], [10.9478, -7.9652, 10.7485], [11.2231, -6.1815, 11.4192], [11.5025, -8.1299, 8.9137], [11.7948, -9.2851, 11.8690], [9.8840, -8.1564, 10.7777], [-3.1157, 10.5044, 1.7124], [-1.3246, 11.0394, 2.1788], [-3.5075, 10.8776, -0.1370], [-3.4408, 8.6640, 2.1526], [-3.7915, 11.1015, 2.3071], [1.2383, -13.2821, -1.9646], [0.2312, -14.2660, -3.2780], [1.7593, -14.3967, -0.4841], [2.7536, -12.3925, -2.7508], [0.5840, -12.5178, -1.5723], [-7.6466, 9.2386, 3.7485], [-8.6064, 10.8205, 3.2121], [-7.2873, 8.0839, 2.2535], [-6.0382, 9.6766, 4.7122], [-8.2853, 8.6933, 4.4265]],
  "forces_ev_per_a": [[0.4, -0.4, -0.8], [0.1, -0.2, 0.0], [0.0, 0.2, 1.3], [0.0, -1.6, -0.4], [-0.3, 1.0, -1.8], [0.6, -0.9, 0.9], [0.2, 1.1, 0.1], [-0.4, 0.5, -1.0], [-1.0, -0.7, 0.4], [1.4, 0.4, 0.9], [0.0, 1.6, 1.8], [0.9, -0.3, 1.4], [1.0, 0.0, -2.0], [-1.6, -1.6, -1.1], [0.0, 0.1, 0.7], [-0.4, 0.1, -0.1], [0.1, -0.3, 0.5], [0.1, 0.5, -0.1], [0.2, -0.1, -0.4], [0.1, 0.3, -0.6], [0.2, 0.1, 0.4], [-0.5, 0.2, 0.0], [-0.1, -0.3, 0.3], [-0.3, 0.3, -0.1], [0.1, 0.3, -0.3], [0.2, -0.4, -0.2], [-0.2, -0.4, -0.2], [-0.5, -0.4, 0.3], [-0.1, 0.2, 0.0], [0.0, -0.1, 0.1], [0.0, 0.0, 0.0], [0.0, -0.1, 0.0], [0.0, 0.0, 0.0], [0.0, 0.0, 0.0], [0.0, 0.0, 0.0], [0.0, 0.0, 0.0], [0.0, 0.0, 0.0], [0.0, 0.0, 0.0], [-0.1, 0.0, 0.1], [0.1, 0.3, -0.1], [0.0, 0.1, 0.0], [0.0, 0.0, 0.0], [0.0, 0.0, 0.0], [-0.1, -0.1, 0.0], [0.0, 0.0, 0.0], [0.0, 0.0, -0.1], [0.0, 0.2, 0.1], [0.0, 0.0, 0.0], [0.0, 0.0, -0.1], [0.0, 0.0, 0.0], [0.0, 0.1, 0.0], [0.0, 0.0, 0.0], [0.0, 0.0, -0.1], [0.0, -0.1, 0.1], [0.1, -0.1, -0.1], [0.0, 0.0, -0.1], [0.0, 0.0, 0.0], [0.0, 0.0, 0.0], [0.0, 0.1, 0.0], [0.0, 0.0, 0.0], [0.0, 0.0, 0.0], [0.0, -0.1, 0.0], [0.0, 0.0, 0.0], [0.0, -0.1, 0.1], [0.1, 0.0, 0.1], [-0.1, 0.2, 0.0], [0.1, 0.0, -0.1], [-0.1, 0.0, -0.1], [0.0, 0.1, -0.1], [0.0, -0.1, 0.0], [0.1, 0.0, 0.1], [0.0, 0.0, 0.0], [0.0, 0.0, 0.0], [0.1, 0.1, 0.0], [0.0, 0.0, 0.0], [0.0, -0.1, -0.1], [0.0, -0.1, -0.1], [0.0, 0.0, 0.0], [0.0, 0.0, 0.0], [0.0, -0.1, 0.0], [0.0, 0.0, 0.0], [0.0, 0.1, -0.1], [0.0, 0.0, 0.0], [0.1, 0.2, -0.1], [-0.1, -0.1, 0.0], [0.0, 0.0, 0.1], [-0.2, -0.2, 0.3], [0.0, 0.0, 0.0], [0.0, 0.0, 0.0], [0.0, 0.0, 0.0], [0.0, 0.0, -0.1], [0.0, 0.0, 0.0], [0.0, 0.0, 0.0], [0.0, 0.0, 0.0], [0.0, -0.1, 0.0], [0.0, 0.0, 0.1], [0.0, 0.1, 0.0], [0.0, 0.0, 0.0], [0.0, 0.0, 0.0], [0.0, 0.0, 0.0], [0.0, 0.0, 0.0], [0.2, 0.0, -0.1], [0.0, 0.0, 0.0], [0.1, 0.0, 0.0], [0.0, 0.0, 0.0], [0.0, 0.0, 0.0], [-0.1, 0.0, 0.0], [0.0, 0.0, 0.0], [0.0, 0.0, 0.0], [0.0, 0.0, 0.0], [0.0, 0.1, 0.1], [-0.1, 0.0, 0.0], [0.0, 0.0, 0.0]]
}



No. 2
{
  "formula": "H6O2S2",
  "method": "wB97M-V/def2-TZVPD",
  "orbital_gap_ev": 9.5,
  "fmax_ev_per_a": 2.24,
  "e_homo_ev": -9.30,
  "total_charge": 0,
  "de_lowest_kcal_mol": 12.3,
  "smiles": "SS.O.O",
  "species": ["S", "S", "H", "H", "H", "H", "O", "H", "H", "O"],
  "xyz": [[0.1842, -2.5296, 4.1177], [1.6655, -1.1172, 3.6753], [-0.6738, -1.5226, 4.2356], [1.6448, -0.5583, 4.8853], [1.3710, 4.0700, -2.5673], [0.6395, 2.9364, -3.0981], [1.2910, 3.5796, -3.3672], [-2.7719, -1.3116, -2.7607], [-1.2374, -1.6088, -2.5863], [-2.1128, -1.9379, -2.5342]],
  "forces_ev_per_a": [[0.5, 0.5, -0.1], [0.0, -0.4, -0.1], [-0.7, -0.2, 0.0], [0.2, 0.1, 0.2], [0.4, 0.9, 0.9], [-0.3, -0.5, -0.3], [-0.1, -0.4, -0.6], [-0.4, 1.2, -0.4], [0.9, 0.9, -0.2], [-0.5, -2.1, 0.6]]
}



No. 3
{
  "formula": "C6H9N",
  "method": "wB97M-V/def2-TZVPD",
  "orbital_gap_ev": [8.0, 8.0],
  "fmax_ev_per_a": 0.57,
  "e_homo_ev": [-8.12, -8.14],
  "total_charge": 0,
  "de_lowest_kcal_mol": 139.3,
  "species": ["C", "C", "C", "C", "C", "C", "N", "H", "H", "H", "H", "H", "H", "H", "H", "H"],
  "xyz": [[-0.1731, -2.4417, -1.1507], [-0.2765, -1.0645, -0.5875], [-1.1418, -0.2048, -0.3040], [-1.3411, 1.0630, 0.2637], [0.2773, 1.1827, 0.9243], [1.1520, 0.3818, 0.0292], [0.9608, 2.3484, 0.8469], [0.7047, -2.6135, -1.7778], [-1.0641, -2.6215, -1.7627], [-0.1741, -3.1925, -0.3526], [-2.0370, 1.0971, 1.1033], [-1.5360, 1.8590, -0.4590], [0.1319, 0.7127, 1.9083], [1.3285, 0.8362, -0.9427], [2.0450, -0.0602, 0.4749], [1.1437, 2.7177, 1.7863]],
  "forces_ev_per_a": [[0.1, 0.0, 0.0], [-0.5, 0.2, 0.1], [0.5, -0.2, 0.0], [-0.2, 0.1, 0.0], [0.1, -0.2, 0.0], [0.0, 0.0, -0.1], [-0.1, -0.1, 0.2], [0.0, 0.2, 0.1], [0.2, 0.0, 0.1], [0.1, 0.2, -0.1], [0.2, 0.1, -0.1], [0.1, 0.0, 0.2], [0.0, 0.1, -0.1], [-0.1, -0.2, 0.1], [-0.3, -0.1, -0.1], [0.0, 0.0, -0.2]]
}



No. 4
{
  "formula": "C46H60B2F2N6OPTi",
  "method": "wB97M-V/def2-TZVPD",
  "orbital_gap_ev": 7.5,
  "fmax_ev_per_a": 1.93,
  "e_homo_ev": -10.93,
  "total_charge": 1,
  "species": ["Ti", "C", "C", "C", "C", "C", "C", "C", "C", "C", "N", "N", "B", "N", "N", "C", "C", "C", "C", "C", "C", "C", "C", "C", "N", "N", "C", "C", "C", "C", "C", "C", "C", "C", "C", "H", "H", "H", "H", "H", "H", "H", "H", "H", "H", "H", "H", "H", "H", "H", "H", "H", "H", "H", "H", "H", "H", "H", "H", "H", "H", "H", "H", "H", "H", "H", "H", "H", "H", "H", "H", "H", "H", "H", "H", "H", "H", "H", "H", "H", "H", "O", "C", "C", "C", "C", "C", "C", "C", "P", "C", "C", "C", "C", "C", "C", "C", "C", "C", "C", "C", "C", "H", "H", "H", "H", "H", "H", "H", "H", "H", "H", "H", "H", "H", "H", "F", "B", "F"],
  "xyz": [[0.7523, -0.0972, -0.7888], [3.5989, 3.5613, 0.6366], [2.8728, 2.5433, 1.5347], [3.6625, 1.2637, 1.6801], [1.3991, 2.4906, 1.1636], [0.6508, 3.6023, 1.4748], [-0.5938, 3.4565, 0.8930], [-1.5615, 4.6408, 0.8581], [-2.9339, 4.5260, 0.2080], [-0.8164, 5.7981, 0.1636], [-0.6155, 2.2479, 0.3053], [0.6254, 1.6197, 0.4488], [-1.8067, 1.4803, -0.3436], [-1.5066, 1.3879, -1.8786], [-0.2543, 0.9271, -2.2394], [-0.1807, 0.9472, -3.5834], [-1.3849, 1.4001, -4.0863], [-2.2038, 1.6643, -2.9961], [-3.6282, 2.1501, -3.1506], [-4.5936, 1.8509, -2.0023], [-3.6614, 3.6197, -3.5908], [1.0181, 0.5416, -4.3891], [1.6251, 1.7655, -5.0835], [0.6440, -0.5424, -5.4036], [-1.9414, 0.0199, 0.2565], [-1.3366, -1.0308, -0.4185], [-2.0206, -2.1397, -0.1137], [-3.0046, -1.8263, 0.8216], [-2.9128, -0.4718, 1.0577], [-3.7250, 0.2305, 2.1185], [-3.1291, 1.5100, 2.6928], [-5.1755, 0.4521, 1.6730], [-1.9275, -3.5215, -0.7267], [-1.0517, -3.6941, -1.9584], [-1.5865, -4.5783, 0.3311], [4.6340, 3.6637, 0.9690], [3.1281, 4.5444, 0.6863], [3.6041, 3.2447, -0.4051], [2.8422, 2.9838, 2.5317], [3.7206, 0.6785, 0.7627], [3.2433, 0.6369, 2.4598], [4.6868, 1.5034, 1.9709], [1.0039, 4.4628, 2.0238], [-1.7030, 4.9170, 1.9054], [-2.8559, 4.1647, -0.8127], [-3.3817, 5.5214, 0.1747], [-3.6177, 3.8836, 0.7476], [-0.5824, 5.5257, -0.8711], [0.1171, 6.0588, 0.6614], [-1.4525, 6.6858, 0.1474], [-2.8043, 2.0746, -0.1335], [-1.6566, 1.5211, -5.1250], [-3.9800, 1.5784, -4.0096], [-4.4882, 2.5638, -1.1854], [-4.4504, 0.8432, -1.6014], [-5.6193, 1.9251, -2.3701], [-3.1411, 4.2671, -2.8892], [-4.6951, 3.9635, -3.6699], [-3.1850, 3.7454, -4.5644], [1.7701, 0.1260, -3.7237], [0.9174, 2.1873, -5.8035], [2.5291, 1.4799, -5.6258], [1.8864, 2.5429, -4.3640], [-0.1278, -0.1800, -6.0877], [0.2691, -1.4397, -4.9104], [1.5180, -0.8123, -6.0008], [-3.6947, -2.5135, 1.2945], [-3.7400, -0.5020, 2.9289], [-3.4144, 2.3612, 2.0846], [-2.0364, 1.4791, 2.7589], [-3.5259, 1.6805, 3.6960], [-5.2134, 1.1710, 0.8487], [-5.7637, 0.8548, 2.5023], [-5.6446, -0.4747, 1.3382], [-2.9555, -3.6976, -1.0493], [0.0050, -3.7342, -1.6898], [-1.2019, -2.9024, -2.6918], [-1.2950, -4.6480, -2.4297], [-0.5954, -4.3847, 0.7547], [-1.5745, -5.5691, -0.1272], [-2.3047, -4.5944, 1.1533], [0.8298, -1.5606, -2.3270], [1.5060, -1.8503, -1.3552], [2.2473, -3.0439, -1.0496], [2.6049, -3.9944, -2.0026], [3.2473, -5.1396, -1.5788], [3.5057, -5.3285, -0.2188], [3.1403, -4.3762, 0.7210], [2.4941, -3.2142, 0.3101], [2.0403, -1.7879, 1.3824], [0.6678, -2.2993, 2.4628], [0.5206, -3.5848, 2.9840], [-0.4844, -3.8587, 3.8977], [-1.3441, -2.8463, 4.3138], [-1.2062, -1.5648, 3.8010], [-0.2074, -1.2933, 2.8710], [3.4782, -1.8255, 2.5119], [3.3437, -1.8609, 3.8938], [4.4754, -1.8438, 4.7035], [5.7402, -1.7892, 4.1378], [5.8801, -1.7413, 2.7531], [4.7556, -1.7555, 1.9449], [2.3816, -3.8243, -3.0506], [3.5544, -5.8890, -2.2976], [4.0075, -6.2320, 0.1073], [3.3862, -4.5277, 1.7647], [1.1936, -4.3778, 2.6786], [-0.5927, -4.8607, 4.2961], [-2.1211, -3.0613, 5.0386], [-1.8723, -0.7726, 4.1250], [-0.1008, -0.2904, 2.4722], [2.3610, -1.9017, 4.3489], [4.3629, -1.8755, 5.7800], [6.6185, -1.7782, 4.7727], [6.8656, -1.6905, 2.3061], [4.8727, -1.7139, 0.8643], [3.7921, -0.2116, -1.7463], [2.7100, 0.5542, -1.5367], [2.8752, 1.8290, -1.9044]],
  "forces_ev_per_a": [[-1.4, -1.0, 0.8], [0.0, 0.0, 0.0], [0.0, 0.0, -0.1], [0.0, -0.1, 0.0], [0.0, -0.2, -0.2], [-0.1, 0.3, 0.2], [-0.2, 0.2, -0.2], [0.1, -0.1, -0.1], [0.1, 0.0, 0.0], [0.0, 0.0, -0.1], [0.1, -0.2, 0.0], [0.1, 0.7, 0.4], [0.0, 0.0, 0.0], [0.2, -0.1, 0.0], [-0.4, 0.5, -0.5], [-0.1, -0.1, 0.2], [-0.1, 0.1, -0.2], [-0.1, 0.0, 0.1], [0.0, -0.1, 0.1], [0.0, 0.0, 0.0], [0.0, 0.0, 0.0], [0.0, 0.1, -0.1], [0.0, 0.0, 0.0], [0.0, 0.0, -0.1], [0.3, 0.1, 0.0], [0.2, 0.2, -0.2], [0.0, -0.1, 0.0], [-0.1, -0.1, 0.2], [-0.1, -0.1, 0.0], [-0.1, 0.0, -0.2], [0.1, 0.0, 0.1], [0.0, 0.1, 0.0], [0.1, 0.1, 0.1], [0.1, 0.0, 0.0], [0.1, 0.0, 0.0], [0.0, 0.0, 0.0], [0.0, -0.1, 0.0], [0.0, 0.0, 0.1], [0.0, 0.1, 0.1], [0.0, 0.0, -0.1], [-0.1, -0.1, 0.0], [0.0, 0.0, 0.0], [0.0, -0.1, -0.1], [0.0, 0.0, 0.1], [0.0, 0.0, -0.1], [0.0, 0.0, 0.0], [-0.1, -0.2, 0.1], [0.0, 0.0, 0.1], [-0.1, 0.0, 0.0], [0.1, -0.1, 0.0], [0.1, -0.1, 0.0], [0.0, 0.0, 0.1], [-0.1, -0.1, -0.1], [0.0, 0.0, 0.0], [0.0, 0.1, 0.0], [0.1, 0.0, 0.0], [0.0, 0.0, 0.1], [0.1, 0.0, 0.0], [0.0, 0.0, 0.0], [0.1, 0.0, 0.1], [0.1, 0.0, 0.1], [-0.1, 0.0, 0.0], [0.0, 0.0, 0.0], [0.1, 0.0, 0.0], [0.0, 0.0, 0.0], [0.0, 0.0, 0.0], [0.1, 0.1, -0.1], [-0.1, -0.1, 0.0], [0.1, 0.2, -0.1], [-0.1, 0.0, 0.0], [0.0, 0.0, -0.1], [0.0, 0.0, 0.1], [0.0, 0.0, -0.1], [0.1, 0.0, 0.0], [-0.1, -0.1, 0.0], [-0.3, -0.1, -0.1], [0.0, 0.0, 0.0], [0.0, 0.0, 0.0], [-0.1, 0.0, -0.1], [0.0, 0.0, 0.0], [0.1, 0.1, 0.0], [0.1, 0.1, -0.3], [0.4, 0.2, -0.2], [-0.2, -0.1, 0.1], [0.1, -0.1, -0.1], [0.0, 0.0, 0.0], [0.0, 0.0, 0.0], [0.0, 0.0, 0.1], [0.1, 0.0, 0.2], [-0.2, 0.0, 0.0], [0.0, 0.0, 0.0], [0.0, 0.0, 0.0], [0.0, 0.0, 0.0], [0.0, 0.0, 0.0], [0.1, 0.0, 0.0], [0.0, -0.1, 0.1], [0.1, 0.0, -0.1], [0.0, 0.0, 0.1], [0.0, 0.0, 0.0], [0.0, 0.0, 0.0], [-0.1, 0.0, 0.0], [0.0, 0.0, 0.0], [0.0, 0.0, 0.1], [0.0, 0.0, 0.0], [0.0, 0.0, 0.0], [0.0, 0.0, 0.0], [0.0, 0.0, 0.0], [0.0, 0.1, 0.0], [0.0, 0.0, 0.0], [0.1, -0.1, 0.0], [0.0, 0.0, 0.0], [0.0, 0.0, 0.0], [0.0, 0.0, 0.0], [-0.1, 0.0, 0.0], [0.0, 0.0, 0.0], [0.0, 0.0, 0.1], [0.0, 0.1, 0.0], [1.0, 0.2, -0.3], [0.0, -0.1, -0.1]]
}